1.
Molecular formula: C17H24N2O6S
Method: DFT, ωB97M-V with the def2-TZVPD basis set

Output
F_max = 19.59 eV/Å
Net charge = 0
2S+1 = 1
Kohn-Sham gap = 8.42 eV

Each line ends with the Löwdin charge.
Positions of all 50 atoms, in Å:
H1 -1.2305 0.3072 -2.4420  0.106
H2 -2.4395 -1.4498 1.2776  0.167
C1 -1.1143 -0.6885 -2.0283  -0.087
O1 -2.4524 2.5150 5.0809  -0.101
C2 0.6960 1.1200 -3.2598  -0.327
H3 -1.6687 -1.4468 -2.4971  0.138
H4 -4.2725 -1.3965 4.1309  0.039
N1 -2.4624 -0.7829 1.9801  0.121
H5 -0.6645 2.7733 3.1044  0.026
S1 4.9634 -0.9923 -1.4421  0.764
O2 5.5752 -1.8390 -0.4269  -0.311
H6 0.1133 2.0427 -4.9532  0.085
H7 1.2847 0.6449 -4.9983  0.079
H8 -2.6874 -0.2227 6.0713  0.161
H9 -0.4052 0.3649 -4.7193  0.151
H10 2.7225 -1.8749 -4.1501  0.076
C3 -1.8417 1.4757 2.3440  -0.113
H11 -0.9684 2.9879 1.4470  0.106
C4 -1.9059 0.3212 1.3572  -0.022
H12 -4.2749 0.1585 5.7662  -0.015
C5 0.3793 -0.6854 -2.0571  -0.221
C6 -2.8121 -0.5176 3.0464  -0.314
O3 -0.7071 1.5110 -0.3686  -0.021
C7 -2.6622 1.0969 4.9422  -0.287
H13 0.0693 1.5915 -2.4990  0.114
H14 -3.3871 -2.4510 3.1203  -0.049
H15 3.2845 0.4647 -0.6214  -0.018
C8 0.4832 1.1501 -4.5841  -0.080
C9 2.6306 -0.3422 -2.5554  -0.139
H16 1.8699 1.9275 -3.1024  0.234
H17 2.9889 0.4909 -3.0944  0.103
C10 -1.3445 2.6890 2.4633  -0.065
H18 4.8919 -1.3581 -3.8285  -0.022
C11 -3.4874 0.5706 5.7902  -0.049
H19 -2.7735 -2.0139 4.7563  0.139
H20 -2.2790 3.4408 2.4856  0.183
H21 -3.4800 1.2478 6.8004  0.182
C12 3.0205 -1.7076 -3.1898  -0.109
C13 3.3660 -0.3425 -0.9128  0.019
C14 -1.5360 0.4762 -0.0930  -0.291
N2 1.2218 0.0343 -2.6178  -0.053
O4 -1.5823 -0.6769 -0.7020  0.034
H22 2.8204 -0.7950 -0.4177  -0.034
H23 4.6230 -2.9180 -2.8280  0.178
C15 -3.4371 -1.8496 3.7713  0.107
H24 2.4049 -2.4545 -2.6512  0.108
C16 4.6729 -1.7094 -3.0332  -0.141
O5 0.7233 -1.9543 -1.2684  -0.165
C17 -2.6284 0.7838 3.4282  -0.012
O6 5.6993 0.2834 -1.8220  -0.373

Cartesian forces, eV/Å:
-1.862 0.132 -0.340
-0.806 -2.977 -0.316
1.221 3.368 -0.361
0.412 -7.035 0.193
5.733 7.470 6.860
0.101 -1.046 -1.045
-3.248 -0.114 0.755
5.443 0.840 -15.291
5.146 1.334 5.818
3.220 4.973 0.704
-1.146 0.198 -1.497
-0.069 1.750 -1.017
1.653 -0.295 -1.988
-1.257 -0.124 0.666
1.239 1.330 -0.386
-0.404 0.262 -3.067
-5.684 -12.308 0.136
0.342 -0.206 0.897
1.413 6.280 -0.602
-10.731 -5.601 -1.710
-1.166 -12.630 7.129
-5.752 -2.329 14.223
-4.577 -4.787 -0.479
1.762 13.865 -10.000
-0.472 0.396 -0.747
-0.053 -8.941 -8.357
0.395 14.776 4.651
-4.645 -4.197 -3.942
0.566 -0.644 1.633
-3.358 -1.398 -0.285
1.635 0.752 -0.456
-4.503 7.480 -8.269
4.423 4.662 -9.498
8.948 1.792 10.805
-1.346 -0.271 -2.443
2.145 -1.319 0.965
-0.118 -1.407 -2.436
0.699 1.522 4.082
7.233 -6.612 -16.967
5.617 3.792 4.382
1.829 -2.094 0.001
-0.950 -0.092 -0.813
-8.823 -9.323 8.233
1.594 2.921 -1.034
4.592 11.197 10.198
1.060 0.104 0.380
-8.139 -9.885 11.044
-0.675 6.418 -3.840
2.899 0.953 2.606
-1.536 -2.936 0.826

---

2.
Molecular formula: C9H15IO7S
Method: DFT, ωB97M-V with the def2-TZVPD basis set

Output
F_max = 0.32 eV/Å
Net charge = 0
2S+1 = 1
Kohn-Sham gap = 9.95 eV

Each line ends with the Löwdin charge.
Positions of all 33 atoms, in Å:
H1 5.4796 3.0287 1.1021  0.037
O1 -0.0686 -0.3241 0.2444  -0.189
O2 0.1661 -1.3292 2.4710  -0.221
H2 3.1339 3.5813 1.3016  0.121
H3 -2.1943 -2.4871 0.1600  0.156
H4 -4.9713 -2.2833 -1.1056  0.138
O3 2.1101 -1.1811 0.9543  -0.235
C1 3.3686 2.5364 1.0565  -0.307
H5 -1.7111 -3.9791 -1.7242  0.089
S1 0.8937 -0.6437 1.4624  0.582
C2 -2.7487 -3.7216 -1.5194  -0.019
H6 -3.2725 -3.6120 -2.4694  0.092
H7 2.6280 1.0817 -0.3725  0.085
H8 -3.2016 -4.5396 -0.9579  0.092
C3 0.9662 1.7576 0.7951  -0.285
O4 -4.1186 -0.5719 -0.3339  0.072
C4 -3.0775 -0.2291 -1.1217  -0.572
H9 -4.5657 -2.3409 0.6321  0.139
H10 4.7665 3.0496 -0.5224  0.044
C5 -4.2383 -2.0006 -0.3461  -0.082
H11 0.1205 1.1701 -1.1606  0.142
I1 5.5435 0.5918 0.0964  0.784
C6 4.7583 2.5503 0.4453  -0.645
O5 -2.7863 0.8878 -1.4147  0.147
O6 1.1003 0.8560 1.9231  -0.161
C7 -2.8368 -2.4472 -0.7239  -0.318
C8 -0.0897 1.0726 -0.0961  -0.110
H12 3.3682 1.9771 1.9939  0.110
H13 0.5542 2.6728 1.2207  0.161
O7 -2.3958 -1.3225 -1.5123  0.081
H14 -1.0931 1.4516 0.0918  0.120
C9 2.2949 2.0061 0.1116  -0.183
H15 2.1175 2.7412 -0.6818  0.136

Cartesian forces, eV/Å:
-0.038 0.005 -0.035
-0.086 -0.067 -0.030
0.100 0.006 -0.099
-0.039 -0.092 0.091
-0.009 0.000 0.009
-0.003 -0.021 0.009
-0.115 0.025 0.129
-0.026 0.177 -0.038
0.002 0.006 0.012
0.021 -0.145 -0.036
0.011 0.035 -0.082
-0.038 -0.010 0.021
-0.002 0.031 0.084
0.012 -0.008 0.009
-0.144 -0.023 -0.069
-0.029 0.005 -0.031
0.120 -0.121 0.069
0.030 0.041 0.025
0.033 -0.020 0.047
-0.017 -0.009 -0.030
0.081 -0.025 0.077
0.012 -0.036 -0.012
-0.023 0.033 -0.006
-0.137 0.077 -0.076
0.009 0.099 0.039
0.013 -0.025 0.054
-0.045 0.313 0.013
0.038 -0.034 -0.071
0.092 -0.009 0.009
-0.004 0.009 -0.039
0.115 -0.079 0.041
0.077 -0.054 -0.068
-0.012 -0.086 -0.017

---

3.
Molecular formula: C3H4N2OS2
Method: DFT, ωB97M-V with the def2-TZVPD basis set

Output
F_max = 8.05 eV/Å
Net charge = 0
2S+1 = 1
Kohn-Sham gap = 8.56 eV

Each line ends with the Löwdin charge.
Positions of all 12 atoms, in Å:
N1 0.9711 0.5505 0.0294  0.078
H1 -1.8602 -2.6803 -0.0234  -0.056
S1 -2.2055 -1.4951 -0.7449  0.807
C1 -0.7711 -0.6552 -0.1073  -0.767
O1 -0.3491 -0.5485 1.0986  0.070
H2 1.3708 1.5998 -0.4393  0.257
C2 -0.0083 -0.0245 -0.9085  -0.754
C3 0.7202 0.1992 1.3143  -0.554
H3 2.2750 0.7271 2.3623  0.144
S2 -0.2103 0.3445 -2.5555  0.776
H4 -1.0038 1.5345 -2.6147  -0.065
N2 1.0711 0.4480 2.5891  0.065

Cartesian forces, eV/Å:
3.154 5.520 -4.931
-0.744 1.369 -0.965
0.892 -1.604 2.239
-3.543 -2.365 -1.703
-2.946 -3.220 5.050
-1.067 -4.309 2.687
3.041 3.437 -0.138
0.314 1.784 2.214
-4.556 -0.549 1.197
-0.138 1.223 -1.523
0.900 -1.433 0.689
4.692 0.146 -4.815

---

4.
Molecular formula: C4H6N4
Method: DFT, ωB97M-V with the def2-TZVPD basis set

Output
F_max = 4.01 eV/Å
Net charge = 0
2S+1 = 1
Kohn-Sham gap = 8.94 eV

Each line ends with the Löwdin charge.
Positions of all 14 atoms, in Å:
N1 0.2558 -0.8869 1.5712  -0.103
C1 0.6337 0.0512 -1.7078  -0.195
H1 0.9598 0.1749 -2.7103  0.074
H2 0.1769 -1.6512 2.3485  0.186
C2 -1.2346 0.8518 0.8011  -0.116
N2 -0.0957 1.1760 -1.6176  0.007
N3 -0.8273 1.3324 -0.4938  -0.052
H3 1.8690 -1.9383 0.9944  0.116
H4 -1.3440 2.1690 -0.6085  0.095
H5 -2.1976 1.2219 1.2431  0.117
H6 1.8051 -1.7526 -1.4179  0.103
C3 1.0639 -1.2951 0.5398  -0.116
C4 1.0544 -1.0609 -0.8894  -0.085
N4 -0.8148 -0.1223 1.6385  -0.028

Cartesian forces, eV/Å:
0.292 -2.426 0.671
-1.011 1.494 0.009
1.070 -1.180 -0.814
0.595 2.261 -1.790
1.571 -3.019 0.171
0.833 -3.327 2.074
-1.831 0.900 2.691
-1.079 0.328 -1.046
-0.499 0.795 -0.218
1.174 0.365 -1.213
-1.222 1.306 0.873
0.180 0.015 -1.740
1.401 -0.087 1.846
-1.476 2.575 -1.513

---

5.
Molecular formula: CH3FN2
Method: DFT, ωB97M-V with the def2-TZVPD basis set

Output
F_max = 3.48 eV/Å
Net charge = 0
2S+1 = 1
Kohn-Sham gap = 11.02 eV

Each line ends with the Löwdin charge.
Positions of all 7 atoms, in Å:
N1 -0.6677 0.4845 0.6298  0.107
H1 -0.6254 1.4976 0.5235  0.123
C1 -0.8075 -0.0845 -0.5803  -0.405
F1 2.3834 -0.4484 0.1433  -0.151
H2 1.7126 -1.0675 -0.2748  0.131
N2 -0.7543 -0.3819 -1.6862  0.125
H3 -1.2412 0.0002 1.2447  0.071

Cartesian forces, eV/Å:
0.874 0.206 -2.023
-0.352 -0.447 0.832
0.802 0.937 0.034
-2.294 -2.192 -1.425
2.299 2.212 1.341
-0.169 -0.761 -0.783
-1.159 0.045 2.024

---

6.
Molecular formula: C5H12N2O2
Method: DFT, ωB97M-V with the def2-TZVPD basis set

Output
F_max = 3.31 eV/Å
Net charge = 0
2S+1 = 1
Kohn-Sham gap = 8.57 eV

Each line ends with the Löwdin charge.
Positions of all 21 atoms, in Å:
H1 -0.4015 0.8601 3.1619  0.081
H2 1.4118 -1.0189 -1.9630  0.070
O1 0.8136 -0.8571 1.5485  -0.033
H3 -1.6248 0.1816 2.0973  0.084
C1 0.7452 -1.6136 -1.3299  -0.054
H4 0.5607 2.4097 -0.6023  0.090
H5 -1.0353 -1.4352 -0.1398  0.146
N1 -0.1587 0.4780 -0.1925  -0.136
H6 0.4286 -2.4752 -1.9311  0.075
C2 -0.4686 -0.8051 -0.8395  -0.355
N2 -1.4195 -0.6875 -2.0182  0.024
H7 1.3368 -2.0092 -0.5000  0.070
O2 -2.4226 -0.0144 -1.7601  -0.005
H8 1.6628 1.1118 -1.0973  0.083
H9 0.1392 -1.2758 2.1078  0.099
H10 -1.1213 1.8775 1.8969  0.085
C3 -0.7702 0.8669 2.1298  -0.033
H11 1.1800 1.1097 1.3140  0.146
H12 0.1988 1.4755 -2.0347  0.088
C4 0.3361 0.4233 1.1739  -0.443
C5 0.6086 1.3980 -1.0218  -0.082

Cartesian forces, eV/Å:
0.032 0.085 -0.087
-0.173 0.010 0.069
-0.247 -0.263 0.344
0.035 0.075 -0.246
0.072 -0.193 -0.248
-0.017 -0.216 0.028
0.051 0.207 -0.020
-0.090 -0.344 -1.053
-0.127 0.234 0.069
0.828 -0.095 0.411
-2.480 1.943 1.022
-0.224 0.283 -0.045
2.625 -1.635 -0.670
0.115 0.054 -0.073
0.349 0.145 -0.248
0.062 -0.248 -0.068
0.093 -0.026 0.454
-0.044 -0.056 -0.455
-0.032 -0.172 0.199
-0.851 0.068 0.785
0.022 0.145 -0.167